{
  "formula": "C36H42CoNO2P4Se",
  "method": "ωB97M-V with the def2-TZVPD basis set",
  "homo_lumo_gap_ev": [7.162, 7.637],
  "relative_energy_kcal_mol": 49.9,
  "charge": 1,
  "fmax_ev_per_a": 3.35,
  "s_squared": 3.773,
  "spin_multiplicity": 4,
  "symbols": ["C", "H", "C", "H", "C", "H", "C", "H", "C", "C", "C", "H", "H", "H", "C", "Se", "C", "C", "P", "C", "H", "H", "C", "C", "H", "O", "H", "H", "C", "H", "C", "H", "H", "C", "H", "C", "C", "N", "H", "H", "H", "H", "H", "C", "H", "C", "P", "H", "P", "C", "H", "C", "H", "H", "C", "H", "C", "C", "C", "C", "H", "H", "C", "C", "H", "C", "H", "H", "H", "H", "H", "C", "H", "Co", "C", "H", "H", "H", "P", "H", "C", "O", "C", "C", "H", "H", "C"],
  "xyz": [[10.527, 8.628, 21.060], [9.564, 8.817, 17.747], [9.843, 12.595, 10.504], [11.489, 10.229, 22.088], [17.708, 11.391, 15.105], [13.328, 11.174, 17.917], [11.311, 10.641, 20.044], [10.241, 8.030, 14.780], [9.665, 15.499, 18.675], [9.909, 8.194, 19.855], [12.781, 8.267, 14.725], [6.383, 9.956, 13.700], [6.301, 13.478, 13.253], [9.127, 14.750, 20.667], [15.539, 11.206, 14.026], [10.696, 12.683, 12.318], [14.142, 7.095, 16.896], [9.490, 8.158, 14.004], [10.892, 11.303, 17.376], [11.133, 9.838, 21.152], [7.464, 14.095, 8.601], [8.542, 8.417, 14.603], [8.823, 13.458, 10.130], [7.874, 9.534, 12.105], [12.307, 6.278, 14.135], [12.330, 11.187, 14.346], [14.653, 6.612, 17.729], [10.862, 9.071, 10.561], [10.795, 10.232, 18.824], [10.452, 8.041, 21.896], [13.428, 6.287, 16.007], [8.513, 14.256, 10.815], [9.432, 16.552, 18.980], [10.050, 8.961, 18.724], [11.554, 8.351, 12.063], [10.372, 11.775, 9.467], [12.863, 6.868, 14.872], [8.600, 12.483, 7.973], [10.175, 7.581, 11.305], [18.772, 11.264, 15.031], [12.375, 8.768, 13.779], [9.812, 15.946, 16.568], [8.082, 9.824, 11.065], [12.695, 11.593, 17.147], [14.673, 9.153, 17.322], [8.224, 13.350, 8.863], [13.223, 10.841, 15.489], [13.008, 12.687, 17.147], [7.941, 11.919, 13.645], [10.277, 13.920, 17.003], [7.629, 12.389, 16.067], [9.878, 15.188, 17.332], [15.217, 12.036, 17.242], [6.590, 11.087, 15.527], [6.953, 10.514, 12.892], [11.888, 11.602, 20.073], [7.314, 13.359, 12.801], [17.093, 11.736, 16.282], [9.593, 14.480, 19.651], [9.941, 13.200, 19.261], [17.651, 11.968, 17.206], [9.907, 12.375, 19.932], [14.881, 11.437, 15.227], [6.947, 12.064, 15.245], [6.139, 10.981, 12.342], [14.021, 8.449, 16.779], [6.181, 12.825, 15.153], [9.914, 11.017, 7.476], [13.486, 5.225, 16.036], [17.481, 11.085, 13.045], [14.954, 11.025, 13.130], [10.285, 12.892, 17.948], [9.445, 7.153, 13.570], [10.115, 11.180, 14.073], [9.718, 11.723, 8.263], [10.502, 13.742, 15.898], [7.523, 8.475, 12.053], [9.355, 7.276, 19.882], [9.602, 9.493, 12.767], [11.233, 11.174, 9.622], [15.685, 11.814, 16.329], [10.179, 10.864, 16.136], [13.274, 9.079, 15.770], [10.623, 8.540, 11.528], [8.018, 14.180, 12.974], [7.168, 13.120, 11.763], [16.919, 11.194, 13.969]],
  "mulliken_charge": [-0.660, 0.199, 0.143, 0.429, -0.486, 0.828, -0.596, -0.005, -0.484, -0.603, -0.491, 0.406, 0.553, 0.314, -0.769, -0.389, -0.675, -1.167, 0.092, -0.821, 0.342, 0.258, -0.431, -0.970, 0.369, -0.480, 0.397, 0.237, 0.671, 0.518, -0.697, 0.728, 0.321, -0.486, 0.410, -0.439, -0.175, -0.609, 0.493, 0.428, -0.185, 0.486, 0.380, -1.389, 0.285, -0.434, 0.151, 0.704, 1.306, -0.243, 0.084, -0.664, 0.492, 0.410, -1.222, 0.513, -1.933, -0.660, -0.570, -0.621, 0.380, 0.657, 0.576, -1.173, 0.618, -0.422, 0.486, 0.397, 0.448, 0.390, 0.427, 0.281, 0.428, 1.423, -0.554, 0.026, 0.548, 0.464, 1.565, 0.665, -0.519, 0.042, 1.182, -1.295, 0.303, 0.559, -0.497]
}